{"formula": "C10H18NO", "method": "ωB97M-V/def2-TZVPD", "e_above_lowest_kj_mol": 76.8, "fmax_ha_per_bohr": 0.0855, "energy_ha": -521.6665, "e_homo_ha": [-0.06468, -0.06470], "mol_weight_g_mol": 168.3, "e_lumo_ev": [3.70, 3.70], "charge": -1, "spin_multiplicity": 1, "elements": ["C", "C", "C", "C", "C", "C", "C", "C", "N", "O", "C", "C", "H", "H", "H", "H", "H", "H", "H", "H", "H", "H", "H", "H", "H", "H", "H", "H", "H", "H"], "positions_angstrom": [[3.320216, 0.325374, 0.592505], [1.859909, 0.096414, 0.712428], [1.142209, -0.663422, -0.354388], [0.152419, -1.767491, -0.069446], [-1.082752, -1.318291, 0.781245], [-1.626644, 0.040626, 0.283918], [-3.034779, 0.173669, 1.005173], [-1.948183, 0.004766, -1.313027], [-0.751163, 1.102079, 0.861309], [-1.054721, 2.318147, 0.489539], [0.797396, 0.765995, -0.066277], [1.024769, 1.932761, -0.890811], [3.779553, 0.842127, 1.364643], [3.520177, 0.655687, -0.403510], [3.868230, -0.692571, 0.653779], [1.416571, -0.267345, 1.726242], [1.857773, -0.875656, -1.198182], [0.494615, -2.723686, 0.334236], [-0.124312, -2.094871, -1.105608], [-1.846498, -2.110615, 0.673287], [-0.894326, -1.099757, 1.862437], [-3.506743, -0.735678, 0.650709], [-3.521434, 1.045364, 0.651262], [-3.062021, 0.354993, 2.088681], [-2.309319, 0.972165, -1.594595], [-2.649432, -0.739222, -1.449834], [-0.983415, -0.190709, -1.891361], [1.823010, 1.721523, -1.663588], [1.458517, 2.597778, -0.140218], [0.041150, 2.155532, -1.390964]], "forces_ev_per_angstrom": [[0.269, -3.565, -0.769], [-2.003, -1.085, 2.938], [1.071, -0.451, -0.770], [-0.805, -0.272, -0.560], [0.580, 0.590, -1.014], [-1.607, -0.203, 0.246], [1.290, -0.025, -0.788], [3.695, 1.341, 1.973], [2.668, -1.241, -1.614], [-1.370, 0.725, 0.043], [-1.586, -1.391, 1.608], [0.828, -0.356, -1.544], [0.650, 1.737, 1.213], [0.489, 0.786, -0.507], [-0.780, 1.117, -0.160], [1.244, 0.913, -1.227], [-0.930, 0.166, 0.346], [0.835, 0.213, 0.395], [-0.653, 0.254, 0.773], [0.162, 0.345, 0.235], [0.309, -0.658, -0.769], [-0.880, -0.059, 0.524], [-0.661, 0.818, -0.845], [0.617, -0.778, -0.126], [-0.357, 0.584, -0.178], [-1.530, -1.643, -0.625], [-1.371, 0.118, 0.699], [-0.705, 0.219, 0.532], [-0.614, 1.105, -0.752], [1.144, 0.696, 0.726]]}

{"formula": "C10H18NO3", "method": "ωB97M-V/def2-TZVPD", "fmax_ha_per_bohr": 0.1277, "energy_ha": -672.3339, "e_homo_ha": -0.14679, "mol_weight_g_mol": 200.3, "e_lumo_ev": 2.93, "charge": -1, "spin_multiplicity": 1, "elements": ["C", "C", "O", "N", "C", "C", "C", "O", "O", "C", "C", "C", "C", "C", "H", "H", "H", "H", "H", "H", "H", "H", "H", "H", "H", "H", "H", "H", "H", "H", "H", "H"], "positions_angstrom": [[2.351581, -0.687388, 2.828436], [1.874145, 0.180777, 1.606511], [2.717658, 0.727794, 0.916162], [0.592867, 0.595203, 1.252954], [0.145800, 1.330992, 0.115089], [-0.368473, 2.699582, 0.533516], [-0.833901, 3.416155, -0.720714], [-1.937366, 3.890851, -0.599165], [-0.163169, 3.293791, -1.780639], [-0.961604, 0.445623, -0.479981], [-0.676492, -1.057339, -1.027434], [0.466631, -1.171957, -2.134957], [-2.015473, -1.564792, -1.546555], [-0.302953, -2.065876, 0.180513], [2.070341, -0.227237, 3.829512], [3.416344, -0.799436, 2.843593], [2.031429, -1.709823, 2.611843], [-0.142873, 0.156497, 1.894333], [1.041625, 1.415450, -0.659216], [-1.004836, 2.483458, 1.373112], [0.436864, 3.319289, 0.894830], [-1.712394, 0.313486, 0.287006], [-1.450888, 0.921618, -1.312000], [1.499944, -1.206893, -1.677348], [0.439539, -0.498507, -2.962885], [0.349686, -2.105591, -2.612698], [-2.910014, -1.411075, -0.855093], [-1.942316, -2.616087, -1.914485], [-2.246803, -0.986187, -2.434586], [-0.854469, -1.865623, 1.171768], [-0.667888, -3.142841, -0.081613], [0.757460, -2.073913, 0.460190]], "forces_ev_per_angstrom": [[-1.761, 0.577, -0.236], [0.056, 2.934, -1.259], [1.927, -0.761, -0.089], [-0.227, -3.828, 5.331], [1.978, -0.740, -2.422], [2.029, -0.905, -0.741], [0.268, -1.629, -1.041], [-3.093, 2.115, 0.095], [0.568, 0.168, 0.648], [0.422, -1.294, -0.986], [1.086, 0.222, 1.948], [0.126, -0.089, 2.237], [-0.759, 0.011, -0.584], [-1.362, -0.742, 0.236], [-0.183, -0.949, -1.280], [0.664, 0.656, -0.482], [-0.642, -0.012, 0.799], [1.072, 1.084, -1.600], [-1.931, -0.062, 1.776], [-1.124, 0.617, 0.048], [0.732, -0.104, 0.455], [-0.462, -0.019, 0.370], [-0.095, 0.619, -0.298], [-1.150, 0.442, -0.387], [-0.198, 1.149, -0.107], [-0.186, -1.541, -0.414], [1.378, -0.405, -0.585], [-0.147, 0.553, 0.587], [-0.273, 0.219, -0.295], [0.511, 0.093, -1.569], [0.954, 1.706, 0.209], [-0.177, -0.084, -0.365]]}

{"formula": "C10H18O6P2", "method": "ωB97M-V/def2-TZVPD", "fmax_ha_per_bohr": 0.0076, "energy_ha": -1526.0235, "e_homo_ha": -0.35024, "mol_weight_g_mol": 296.2, "e_lumo_ev": 0.81, "spin_multiplicity": 1, "elements": ["C", "C", "C", "O", "O", "P", "O", "O", "C", "O", "P", "O", "H", "H", "H", "H", "H", "H", "H", "H", "H", "H", "H", "H", "C", "C", "C", "C", "C", "C", "H", "H", "H", "H", "H", "H"], "positions_angstrom": [[2.024185, -3.296764, -0.831849], [1.852821, -1.912229, -1.484540], [1.016912, -1.907268, -2.764231], [-0.155356, -1.080093, -2.671707], [-1.246595, -1.958432, -2.277379], [-1.677594, -1.426576, -0.821718], [-0.759089, -1.694181, 0.274802], [-2.117154, 0.064492, -1.033062], [-1.322340, 1.114622, -0.450314], [-3.123315, -2.122531, -0.714704], [-3.438112, -3.696748, -0.919573], [-2.291132, -4.586142, -1.105294], [1.492904, -4.070475, -1.386489], [3.073158, -3.588027, -0.785376], [1.636816, -3.296384, 0.184779], [1.377407, -1.242604, -0.768260], [2.833835, -1.494279, -1.713868], [1.557417, -1.499304, -3.618864], [0.691539, -2.911668, -3.031229], [-1.476622, 1.992358, -1.071340], [-1.687385, 1.324663, 0.551303], [-0.264200, 0.862346, -0.442601], [-4.223416, -3.937940, 0.210404], [-4.339094, -3.635236, -1.986978], [1.396872, 2.384901, 2.251504], [0.058204, 2.564942, 2.571906], [-0.458843, 3.845729, 2.708933], [0.363996, 4.948361, 2.524146], [1.702454, 4.769163, 2.203635], [2.219201, 3.487906, 2.068313], [1.796369, 1.384350, 2.145174], [-0.580523, 1.702378, 2.714173], [-1.502622, 3.984930, 2.960179], [-0.038075, 5.947675, 2.630099], [2.343642, 5.629094, 2.059117], [3.263734, 3.348971, 1.820910]], "forces_ev_per_angstrom": [[0.052, 0.083, 0.011], [0.152, -0.170, 0.040], [0.084, -0.094, 0.089], [-0.134, -0.281, -0.133], [0.034, 0.230, -0.090], [-0.353, 0.111, 0.132], [0.047, 0.089, 0.099], [0.134, -0.088, 0.053], [-0.117, 0.308, -0.100], [0.274, -0.159, -0.153], [0.045, -0.076, 0.021], [-0.027, 0.003, 0.002], [-0.037, -0.016, 0.036], [0.009, -0.026, -0.020], [-0.067, -0.034, -0.010], [0.031, 0.047, -0.096], [-0.003, 0.060, 0.020], [-0.018, 0.155, 0.030], [-0.034, 0.010, -0.063], [-0.003, -0.006, -0.045], [0.116, -0.077, 0.060], [-0.055, -0.062, 0.099], [-0.065, 0.022, 0.041], [-0.061, 0.005, -0.025], [-0.003, -0.006, -0.018], [-0.015, -0.030, -0.001], [0.000, 0.002, -0.012], [-0.003, 0.003, -0.007], [0.001, 0.003, -0.001], [0.004, -0.001, -0.008], [0.002, -0.004, 0.006], [0.008, -0.004, 0.037], [-0.001, 0.000, 0.005], [0.000, 0.003, 0.002], [0.003, 0.002, 0.003], [0.002, 0.000, -0.004]]}

{"formula": "C10H18OS", "method": "ωB97M-V/def2-TZVPD", "e_above_lowest_kj_mol": 301.7, "fmax_ha_per_bohr": 0.0965, "energy_ha": -864.9203, "e_homo_ha": [-0.14944, -0.34353], "mol_weight_g_mol": 186.3, "e_lumo_ev": [0.68, -2.78], "spin_multiplicity": 3, "elements": ["C", "C", "C", "C", "C", "C", "C", "C", "C", "C", "O", "S", "H", "H", "H", "H", "H", "H", "H", "H", "H", "H", "H", "H", "H", "H", "H", "H", "H", "H"], "positions_angstrom": [[-0.608670, -0.276748, 0.687582], [-0.561876, 0.893961, 0.115898], [1.339584, -1.713963, 1.387787], [-0.252964, -2.480691, -0.470265], [-0.878054, -2.319689, 2.116756], [1.447512, 1.097481, -1.264574], [0.407758, 3.130632, -0.139802], [-0.843427, 2.027989, -2.075830], [-0.142355, -1.724524, 0.910444], [0.143965, 1.774243, -0.883382], [-3.201668, 0.200466, 0.143431], [-2.170198, 0.629410, 1.084996], [1.936560, -1.517374, 0.458937], [1.577166, -0.825610, 2.061067], [1.610786, -2.652361, 1.734407], [0.574066, -2.402536, -1.078387], [-1.049016, -2.188983, -0.992226], [-0.316983, -3.537033, -0.419565], [-0.349837, -1.899999, 2.885440], [-0.674069, -3.346101, 1.960991], [-1.915021, -2.182973, 2.072613], [2.150267, 1.945957, -1.421387], [1.844728, 0.427123, -0.445649], [1.271485, 0.650948, -2.128994], [1.246851, 3.804142, -0.550804], [0.918746, 2.786462, 0.937140], [-0.507985, 3.679441, 0.180289], [-0.116674, 2.322953, -2.911316], [-1.598387, 2.755116, -1.709326], [-1.282293, 0.942263, -2.246271]], "forces_ev_per_angstrom": [[0.297, -3.213, 2.023], [1.396, 1.607, -1.577], [0.198, 3.501, -2.399], [1.216, -0.793, 3.504], [0.402, -0.553, -3.368], [1.115, 2.365, 4.219], [2.647, -0.441, 2.978], [1.651, -2.250, -0.071], [-0.270, 1.406, -0.506], [-2.537, 1.960, 1.767], [-1.749, -0.437, -1.242], [1.993, 0.163, 0.679], [-0.089, -0.238, 0.844], [-0.491, -1.499, -0.435], [0.609, -1.713, 1.042], [2.164, 1.015, -1.228], [-3.355, 1.405, -1.976], [-0.323, -1.376, 0.828], [0.477, 0.693, 2.645], [0.099, -1.389, 0.709], [-1.544, 0.413, 0.316], [-0.093, -0.797, -0.012], [-0.417, 0.742, -1.120], [-0.269, -2.591, -3.790], [-1.636, -0.766, 0.024], [-1.266, 0.934, -2.609], [0.651, -0.301, -0.627], [-1.809, 0.105, 0.575], [0.413, -0.453, -0.927], [0.519, 2.502, -0.265]]}